The following is a DFT calculation (the ωB97M-V functional and the def2-TZVPD basis) of a molecular structure, C24H26N3O9OsSi2.

Results
- 2S+1: 5
- Total charge: -1
- Total energy: -2441.3522 hartree
- Strongest force on any atom: 0.00968 hartree/bohr

Atoms and positions in Å:
Os -0.1328 0.3955 -0.1449
O 4.1961 -3.6191 -1.9146
C 3.4680 -2.7144 -1.6155
C 3.1520 -2.2307 -0.1977
O 3.6331 -2.6610 0.8284
C 2.1753 -1.1716 -0.3846
C 1.8830 -0.9265 -1.7178
O 1.0482 -0.0156 -2.0688
C 2.6686 -1.8330 -2.5854
O 2.7010 -1.8867 -3.7889
O 1.5698 -0.4652 0.5556
C 2.3254 3.0969 2.2710
Si 1.9856 2.9256 0.4441
C 2.1177 4.5574 -0.4653
C 3.2891 1.8598 -0.3363
N 0.3391 2.2650 0.2627
C -0.7947 3.0770 0.4726
C -0.7880 4.3405 1.0581
C -1.9613 5.0719 1.1768
C -3.1553 4.5390 0.7152
C -3.1809 3.2707 0.1533
C -2.0114 2.5221 0.0341
N -1.9089 1.2214 -0.4816
Si -3.1358 0.2529 -1.3486
C -3.8523 -1.0526 -0.2098
C -2.3421 -0.3911 -2.9068
C -4.6198 1.2450 -1.9384
H 3.2920 3.5737 2.4563
H 2.3517 2.0966 2.7117
H 1.5533 3.6701 2.7876
H 3.0569 5.0410 -0.1790
H 1.3047 5.2608 -0.2947
H 2.1628 4.3535 -1.5386
H 4.1601 2.4858 -0.5545
H 2.9350 1.4397 -1.2797
H 3.6029 1.0421 0.3117
H 0.1324 4.7554 1.4432
H -1.9381 6.0529 1.6342
H -4.0748 5.1040 0.8047
H -4.1180 2.8529 -0.1753
H -3.3269 -1.0875 0.7454
H -3.7670 -2.0398 -0.6706
H -4.9086 -0.8527 -0.0149
H -1.2524 -0.3757 -2.8539
H -2.6547 0.2170 -3.7602
H -2.6304 -1.4291 -3.0861
H -5.2980 1.5381 -1.1344
H -5.1718 0.5722 -2.6037
H -4.3470 2.1322 -2.5148
O -1.4399 -3.3018 -1.4579
C -0.8571 -2.7387 -0.5610
O -0.8654 -1.4364 -0.3879
C -0.0733 -3.5166 0.4611
C 0.3980 -4.7793 0.1124
C 1.1282 -5.5238 1.0200
C 1.3528 -4.9925 2.2772
C 0.8941 -3.7459 2.6502
C 0.1819 -3.0016 1.7253
N 2.1149 -5.7910 3.2599
O 2.2764 -5.3221 4.3690
O 2.4896 -6.8966 2.9224
H 0.1913 -5.1552 -0.8801
H 1.5252 -6.4962 0.7700
H 1.1145 -3.3676 3.6367
H -0.1637 -2.0110 1.9815